1.
This record from OMol25 describes C16H21Cl3OPbS as an isolated structure. The level of theory is wB97M-V/def2-TZVPD.

## Properties
energy: -72631.412 eV
orbital gap (alpha / beta): 5.718 / 6.534 eV
charge: -2
highest occupied orbital energy (alpha / beta): -0.9 / -1.3 eV

CARTESIAN COORDINATES (ANGSTROEM)
H 4.127097 4.824288 -0.518092
H -3.636653 -0.445693 -1.042192
H 4.029737 4.173195 1.933500
C -0.662987 -2.074638 -1.705891
C -2.813627 -1.539303 1.259686
H 0.743774 -3.341517 1.890366
H -2.288626 -1.327187 2.199498
H 0.756452 -1.832400 -3.178514
H -0.868508 -1.181488 -3.606712
C 0.770376 4.205251 1.258000
O -1.513996 1.645484 2.077145
C -1.805355 -1.498473 -1.086439
C -2.808689 -0.651739 -1.718882
C -1.799810 -1.866976 0.260301
H 1.760223 -3.752719 -0.071345
H -3.165094 -1.196631 -2.589004
Cl 2.525345 -0.857988 -0.732581
C -0.326046 -2.003519 -3.118011
Pb 1.199159 0.690622 0.846467
H -0.572717 -2.960918 -3.599390
H 1.957875 5.658784 -1.564532
H -0.629363 -4.471135 1.608621
C -0.671581 -2.707438 0.470367
H 0.822318 -4.672604 -1.292071
Cl 1.581925 -1.035560 2.769958
C 1.973809 3.894493 1.896339
H 1.916918 3.329233 2.825084
C 1.998985 5.204626 -0.577896
H -1.662576 0.981890 2.763127
C 1.172753 -3.685841 -0.985555
S -0.711826 3.519216 1.821915
C 0.038797 -2.813613 -0.737792
C 3.158374 4.315929 1.339740
H -2.277955 0.247886 -2.068399
H 1.812205 -3.233721 -1.743631
C 3.205596 4.825629 0.037556
Cl 0.059297 1.104876 -1.522412
C -0.339549 -3.413706 1.705711
H -0.882479 -2.975882 2.556962
H -0.128739 5.161031 -0.459096
H -3.458222 -0.726497 0.920128
H -3.392623 -2.443236 1.447782
C 0.806008 4.927984 0.030185

Atomic forces in eV per Å
H 0.334 0.479 0.054
H 0.056 0.263 -0.212
H 0.947 -0.331 -0.006
C 1.194 -1.328 1.218
C 0.075 -0.234 0.670
H -0.451 -0.160 0.127
H -0.460 0.473 0.001
H -0.170 0.042 -0.347
H 0.295 -0.261 -0.013
C -0.113 -0.270 -0.661
O -0.581 -1.211 -0.991
C -0.816 -0.224 3.173
C 0.232 0.252 -0.689
C -0.222 0.723 -2.331
H 0.244 -0.273 -0.055
H -0.466 0.097 -0.400
Cl 0.899 -0.129 -0.028
C 0.299 0.279 -0.673
Pb -0.352 0.819 -0.431
H 0.091 0.121 -0.206
H 0.318 -0.097 0.018
H 0.082 0.001 0.122
C 0.392 0.077 -0.743
H 0.251 -0.351 -0.113
Cl 0.051 -0.430 0.741
C -0.452 0.675 0.088
H 0.190 0.281 -0.038
C 0.585 -0.254 -0.062
H 0.581 0.255 0.653
C 0.768 -0.140 0.005
S -0.758 1.023 0.579
C -1.525 0.795 -0.762
C 0.012 -0.358 -0.694
H -0.560 0.076 0.138
H 0.115 -0.312 -0.072
C -0.464 0.308 0.242
Cl -0.359 0.384 -0.372
C 0.141 -0.238 0.672
H 0.338 -0.244 -0.143
H -0.091 -0.033 0.005
H 0.127 -0.027 0.471
H -0.537 -0.061 0.188
C -0.241 -0.456 0.877


2.
This record from OMol25 describes C16H21Cl3OTi as an isolated structure. The level of theory is wB97M-V/def2-TZVPD.

## Properties
energy: -79664.202 eV
orbital gap (alpha / beta): 3.313 / 3.315 eV
charge: -2
highest occupied orbital energy (alpha / beta): 1.4 / 1.4 eV

CARTESIAN COORDINATES (ANGSTROEM)
H -3.079058 0.041040 0.294221
C 1.449083 3.338465 -1.424006
H 3.614587 -3.197787 3.992697
Cl -0.567963 0.017818 2.351221
H -2.954629 1.623138 1.057002
C -1.089470 0.625517 -1.754093
C 2.689873 -3.139906 3.406978
C -0.596845 2.320848 -0.228518
C 0.138463 1.254681 -2.135558
Cl 2.130344 0.232085 0.688204
C -0.687449 3.304523 0.864286
H 2.366558 2.867156 -1.801197
H -1.314953 2.930808 1.670994
C -2.884640 1.104399 0.095892
H -2.387495 -2.291462 -0.126822
C 2.412079 -1.952428 2.682150
C 0.636407 -4.121831 2.566004
H 1.995597 -5.112567 3.930476
H -1.689018 -1.385502 -2.295061
O -1.817887 -1.562429 0.178490
Cl 0.754748 -1.923594 -1.275221
C -1.859860 -0.339635 -2.595851
C 0.413838 -2.962152 1.781576
H 0.780777 -0.100542 -3.654027
C 1.280637 -1.919711 1.924792
C 0.932200 0.936850 -3.338818
C 1.788724 -4.204052 3.356235
H -1.546976 -0.260595 -3.645581
H -0.427256 -2.897886 1.096282
C -1.554940 1.291785 -0.537948
H 1.998449 1.082643 -3.133442
H -1.093285 4.261139 0.517666
H 0.652948 1.600049 -4.167979
H 0.309414 3.495956 1.269221
H -2.940617 -0.128179 -2.539515
H -0.082805 -4.950982 2.543426
H 1.662466 3.829161 -0.467409
H 3.122700 -1.140160 2.714357
Ti -0.413322 -0.471258 0.103258
C 0.384747 2.323690 -1.245720
H 1.153896 4.119734 -2.145421
H -3.680068 1.461171 -0.573239

Atomic forces in eV per Å
H -0.137 0.568 0.004
C 0.479 0.068 0.160
H -0.219 -0.160 -0.042
Cl -1.243 1.133 0.893
H 0.021 -0.010 -0.185
C 0.018 1.186 0.373
C -0.167 0.781 -0.381
C -0.502 -0.914 -1.491
C -1.295 0.434 0.973
Cl 0.270 1.846 -1.267
C 0.198 0.090 0.472
H -0.070 0.197 0.199
H 0.031 -0.005 0.113
C -0.842 -0.212 0.190
H 0.840 0.630 0.221
C 0.484 -1.659 1.107
C -0.196 0.433 -0.546
H -0.086 0.187 -0.109
H -0.144 0.314 -0.237
O -1.706 -1.337 -0.418
Cl 0.146 -0.657 -0.881
C -0.279 -0.450 -0.219
C 0.237 -2.421 1.621
H 0.083 0.131 0.091
C -1.565 0.857 -2.371
C 0.356 -0.216 -0.207
C 0.042 -0.260 0.233
H -0.125 0.032 0.123
H 0.108 -0.487 0.429
C 0.727 0.791 -1.180
H -0.076 -0.105 -0.097
H -0.067 0.036 -0.037
H 0.040 -0.017 -0.068
H -0.038 0.005 0.150
H 0.217 -0.067 -0.039
H 0.234 0.045 -0.002
H 0.175 -0.054 -0.206
H 0.006 0.280 -0.037
Ti 4.694 -0.456 2.535
C -0.577 -0.641 -0.033
H 0.016 -0.086 0.089
H -0.090 0.167 0.076